Molecular formula: C17H62N16O14
Method: DFT, ωB97M-V/def2-TZVPD

Last column: Löwdin charge in e.
CARTESIAN COORDINATES (ANGSTROEM)
C: -4.734000 13.863000 15.789000  -0.06
C: -4.492000 12.565000 15.108000  -0.30
O: -3.249000 12.027000 15.408000  -0.09
H: -4.521000 13.840000 16.826000  0.04
H: -5.678000 14.232000 15.631000  0.05
H: -4.042000 14.567000 15.378000  0.06
H: -4.312000 12.741000 14.078000  0.08
H: -5.280000 11.782000 15.277000  0.10
H: -2.838000 11.717000 14.592000  0.05
C: -7.440000 12.509000 13.973000  -0.05
C: -6.876000 13.653000 13.067000  -0.31
O: -7.234000 13.581000 11.681000  -0.09
H: -6.966000 11.583000 13.590000  0.07
H: -8.523000 12.535000 13.838000  0.07
H: -7.281000 12.611000 15.037000  0.05
H: -5.814000 13.898000 13.140000  0.09
H: -7.293000 14.555000 13.472000  0.08
H: -8.223000 13.603000 11.699000  0.11
C: -5.496000 8.178000 12.848000  -0.07
C: -4.937000 9.219000 13.854000  -0.30
O: -5.530000 8.828000 15.080000  -0.07
H: -6.583000 8.225000 12.717000  0.07
H: -5.285000 7.187000 13.290000  0.08
H: -5.022000 8.253000 11.867000  0.06
H: -5.338000 10.187000 13.661000  0.06
H: -3.843000 9.219000 13.809000  0.10
H: -4.965000 9.093000 15.753000  0.01
C: 0.004000 14.113000 15.468000  -0.57
O: 0.450000 13.368000 16.589000  -0.12
N: -1.177000 14.653000 15.434000  0.22
N: 0.609000 14.211000 14.362000  0.14
H: -1.845000 14.680000 16.221000  0.08
H: -1.647000 14.801000 14.602000  0.05
H: 1.572000 13.958000 14.546000  0.15
H: 0.424000 15.074000 13.851000  0.16
C: -3.352000 16.714000 18.249000  -0.60
O: -2.911000 15.707000 17.407000  -0.07
N: -2.988000 16.864000 19.480000  0.17
N: -4.243000 17.626000 17.975000  0.13
H: -2.204000 16.234000 19.676000  0.15
H: -3.073000 17.821000 19.813000  0.13
H: -4.611000 17.627000 17.002000  0.08
H: -4.588000 18.429000 18.493000  0.14
C: -0.026000 10.070000 18.193000  -0.60
O: 0.558000 11.109000 18.812000  -0.07
N: -1.087000 10.274000 17.455000  0.14
N: 0.479000 8.877000 18.022000  0.11
H: -1.502000 11.262000 17.501000  0.06
H: -1.709000 9.584000 17.057000  0.14
H: 1.385000 8.685000 18.581000  0.19
H: -0.038000 8.012000 17.699000  0.17
C: 1.140000 9.520000 14.739000  -0.62
O: 1.786000 9.779000 13.546000  -0.16
N: 1.585000 8.716000 15.649000  0.13
N: -0.016000 10.084000 15.055000  0.15
H: 2.495000 8.183000 15.522000  0.15
H: 1.162000 8.745000 16.618000  0.03
H: -0.476000 10.724000 14.441000  0.03
H: -0.456000 10.173000 16.042000  0.06
C: -2.532000 12.680000 18.820000  -0.60
O: -3.859000 12.731000 19.019000  -0.09
N: -1.944000 12.687000 17.648000  0.12
N: -1.645000 12.608000 19.766000  0.17
H: -2.588000 12.572000 16.813000  0.10
H: -1.009000 13.032000 17.467000  0.06
H: -2.058000 12.589000 20.755000  0.16
H: -0.692000 12.242000 19.597000  0.08
C: -6.176000 11.082000 17.630000  -0.71
O: -4.973000 10.422000 17.698000  -0.11
N: -7.239000 10.554000 17.174000  0.17
N: -6.294000 12.241000 18.046000  0.19
H: -7.207000 9.679000 16.656000  0.11
H: -8.193000 10.865000 17.372000  0.13
H: -6.978000 12.932000 17.740000  0.13
H: -5.431000 12.656000 18.345000  0.04
C: -1.566000 12.314000 12.753000  -0.61
O: -2.150000 13.542000 12.589000  -0.10
N: -2.308000 11.204000 12.685000  0.13
N: -0.324000 12.059000 13.018000  0.15
H: -3.294000 11.404000 12.339000  0.07
H: -1.935000 10.250000 12.812000  0.13
H: 0.175000 12.908000 13.461000  0.09
H: 0.159000 11.128000 13.013000  0.10
C: -5.811000 17.939000 14.855000  -0.61
O: -6.263000 16.799000 14.198000  -0.11
N: -6.555000 18.984000 15.039000  0.18
N: -4.611000 18.051000 15.299000  0.15
H: -7.523000 18.833000 14.833000  0.12
H: -6.326000 19.793000 15.585000  0.11
H: -3.860000 17.399000 14.963000  0.11
H: -4.280000 18.886000 15.705000  0.11
C: -5.694000 14.995000 19.785000  -0.14
O: -5.997000 15.328000 18.420000  -0.15
H: -6.170000 15.780000 20.362000  0.07
H: -4.644000 14.894000 19.957000  0.05
H: -6.296000 14.102000 19.984000  0.08
H: -5.414000 16.069000 18.178000  0.02
C: -3.464000 16.403000 12.825000  -0.14
O: -2.628000 16.844000 13.869000  -0.15
H: -4.160000 17.197000 12.527000  0.08
H: -3.992000 15.490000 13.092000  0.07
H: -2.791000 16.221000 11.999000  0.08
H: -1.753000 16.855000 13.508000  0.08
C: -4.377000 10.993000 10.347000  -0.10
O: -4.769000 11.661000 11.562000  -0.16
H: -4.214000 11.647000 9.507000  0.08
H: -5.173000 10.362000 10.124000  0.05
H: -3.477000 10.361000 10.532000  0.09
H: -5.596000 12.143000 11.385000  0.08

Cartesian forces, eV/Å:
2.0 -0.7 0.0
-1.1 -1.0 -0.6
1.8 -1.1 1.2
0.0 -0.2 1.1
-2.4 0.9 -0.4
0.4 0.7 -0.3
-1.3 0.4 -1.5
0.6 0.8 -0.1
-0.1 0.0 0.1
0.8 0.1 -2.0
-0.3 0.9 1.4
-1.1 -0.7 0.5
-0.7 0.1 0.5
-0.1 -0.4 -0.2
0.4 0.3 0.1
0.0 -0.9 -0.2
-0.4 0.8 0.1
1.2 -0.1 -0.4
0.6 -0.1 0.3
-1.7 -1.5 -0.9
-0.8 -1.0 -1.4
0.2 0.3 0.2
0.0 0.3 -0.4
0.0 0.0 0.0
0.3 0.9 -0.7
-0.1 0.0 0.5
1.4 1.1 2.7
-2.0 -4.2 9.8
-1.3 3.8 -5.7
-2.1 0.6 3.2
5.0 0.9 -3.7
1.0 -0.1 -0.2
-0.7 0.3 -2.3
0.5 0.2 -0.8
0.4 -0.6 0.0
2.2 -5.1 -4.6
-2.5 5.5 4.3
2.9 -1.2 2.8
-3.3 2.0 -4.3
-0.2 0.8 0.7
0.6 -0.8 0.6
0.5 -0.2 1.0
0.6 -0.8 0.6
1.3 6.2 2.1
-1.8 -5.0 -2.0
-2.9 1.2 -0.2
3.7 -4.9 2.7
0.2 -0.8 0.1
0.1 -0.4 0.6
-2.3 0.3 -1.1
0.5 1.8 0.9
2.3 2.3 -6.3
-3.2 -1.1 4.8
3.3 -3.3 2.2
-2.4 0.7 1.2
-1.8 1.4 -0.1
1.0 0.1 -2.0
0.5 0.1 0.0
1.6 -0.3 -2.0
-6.1 0.7 0.7
5.7 0.1 -0.3
-2.2 0.1 -3.7
0.3 -0.1 5.6
1.0 0.4 1.0
0.7 0.3 0.1
1.1 -0.1 -2.2
-0.6 0.2 0.0
7.9 -6.0 0.0
-4.8 1.9 -0.9
-5.1 -3.9 -2.8
-0.3 7.2 2.4
0.4 0.3 0.3
1.0 0.2 0.0
0.1 -0.7 0.1
0.8 0.3 0.5
-3.2 3.8 -1.2
2.8 -4.9 1.1
-3.0 -0.6 -0.7
3.9 1.9 1.0
1.4 -0.7 0.7
-0.3 1.1 -0.3
-0.6 -2.0 -1.3
-0.4 1.2 -0.5
-3.0 -7.0 -4.5
2.0 5.7 3.3
-3.2 1.8 0.0
4.3 -1.9 0.0
-0.3 0.2 -0.1
0.3 0.0 0.0
-0.8 0.7 0.5
0.3 1.1 0.0
-2.0 0.4 -0.8
0.5 0.1 -0.2
0.3 0.3 0.8
0.4 -0.4 0.2
0.7 -0.1 0.2
-0.7 -0.7 0.0
-0.3 0.0 -1.3
0.1 0.1 1.0
0.0 -0.3 0.2
0.0 0.1 0.0
-0.3 -0.5 -0.6
0.7 0.2 0.2
0.7 0.0 1.0
0.1 0.1 -0.7
0.3 0.5 -0.1
-1.3 -1.4 -0.8
-0.6 0.7 -0.1
0.3 0.0 0.2

2S+1 ... 1
ΔE to the lowest compared entry with this formula, charge and spin ... 41.5 kcal/mol
E ... -71137.9611 eV
Charge ... 0
Frontier orbital gap ... 0.2853 Ha
LUMO level ... -0.007 hartree

***

Molecular formula: C17H68O17
Method: DFT, ωB97M-V/def2-TZVPD

Last column: Löwdin charge in e.
CARTESIAN COORDINATES (ANGSTROEM)
C: -5.207578 0.580245 -2.146471  -0.12
O: -4.683578 -0.766755 -1.912471  -0.12
H: -5.094578 0.905245 -3.153471  0.06
H: -4.699578 1.276245 -1.524471  0.03
H: -6.241578 0.614245 -1.862471  0.08
H: -3.719578 -0.692755 -1.952471  0.02
C: 4.196422 1.912245 1.724529  -0.19
O: 3.949422 3.140245 2.334529  -0.10
H: 5.003422 2.015245 1.028529  0.07
H: 3.285422 1.659245 1.229529  0.05
H: 4.396422 1.198245 2.477529  0.07
H: 3.237422 2.943245 2.967529  0.08
C: 3.945422 -2.217755 1.668529  -0.10
O: 3.017422 -1.180755 1.356529  -0.17
H: 3.899422 -2.536755 2.697529  0.09
H: 4.960422 -1.930755 1.575529  0.07
H: 3.634422 -3.031755 1.050529  0.07
H: 3.223422 -0.664755 0.555529  0.03
C: 1.860422 -0.071755 3.896529  -0.16
O: 0.725422 0.411245 4.578529  -0.13
H: 2.786422 0.263245 4.350529  0.08
H: 1.844422 0.280245 2.871529  0.04
H: 1.782422 -1.169755 3.868529  0.09
H: -0.018578 -0.146755 4.352529  0.02
C: 0.413422 0.023245 -0.237471  -0.08
O: -0.935578 0.067245 0.323529  -0.13
H: 1.237422 0.270245 0.497529  0.09
H: 0.438422 0.672245 -1.144471  0.08
H: 0.570422 -0.928755 -0.627471  0.04
H: -1.491578 -0.172755 -0.418471  0.03
C: 0.121422 2.497245 1.998529  -0.14
O: -0.806578 3.322245 2.643529  -0.09
H: -0.077578 2.395245 0.955529  0.06
H: 0.156422 1.508245 2.419529  0.06
H: 1.082422 2.886245 2.167529  0.07
H: -0.690578 3.268245 3.611529  0.12
C: 3.463422 -2.723755 -3.049471  -0.13
O: 2.879422 -2.332755 -1.811471  -0.13
H: 4.449422 -3.151755 -2.872471  0.09
H: 3.472422 -1.995755 -3.835471  0.08
H: 2.909422 -3.550755 -3.447471  0.07
H: 3.161422 -1.419755 -1.647471  0.03
C: -1.829578 0.122245 -3.275471  -0.13
O: -1.959578 -0.657755 -2.137471  -0.13
H: -2.692578 0.779245 -3.357471  0.08
H: -1.927578 -0.473755 -4.165471  0.09
H: -0.872578 0.702245 -3.325471  0.09
H: -1.265578 -1.307755 -2.117471  0.04
C: -2.463578 -3.177755 0.387529  -0.16
O: -3.793578 -2.907755 0.019529  -0.11
H: -2.236578 -4.206755 0.114529  0.08
H: -2.315578 -2.951755 1.393529  0.07
H: -1.828578 -2.527755 -0.175471  0.05
H: -3.990578 -1.960755 0.072529  0.02
C: 0.706422 -3.732755 0.884529  -0.14
O: 0.617422 -2.547755 1.679529  -0.11
H: 1.463422 -4.477755 1.141529  0.07
H: 0.908422 -3.538755 -0.198471  0.06
H: -0.238578 -4.284755 0.968529  0.07
H: 1.423422 -2.059755 1.515529  0.01
C: 4.672422 0.311245 -1.018471  -0.13
O: 3.273422 0.255245 -1.020471  -0.19
H: 5.062422 -0.284755 -1.890471  0.11
H: 5.080422 -0.200755 -0.149471  0.08
H: 5.034422 1.347245 -0.997471  0.09
H: 2.963422 1.002245 -1.608471  0.09
C: 2.357422 3.156245 -1.034471  -0.15
O: 2.447422 2.702245 -2.349471  -0.10
H: 2.292422 4.204245 -0.998471  0.08
H: 3.287422 2.915245 -0.532471  0.07
H: 1.497422 2.809245 -0.533471  0.04
H: 1.651422 2.997245 -2.811471  0.03
C: -0.113578 -3.753755 -2.519471  -0.13
O: 0.134422 -2.370755 -2.675471  -0.11
H: -0.736578 -3.928755 -1.662471  0.05
H: 0.764422 -4.388755 -2.337471  0.09
H: -0.613578 -4.203755 -3.364471  0.08
H: 1.060422 -2.218755 -2.588471  0.03
C: -2.094578 -0.170755 3.649529  -0.13
O: -1.043578 -0.713755 2.870529  -0.15
H: -2.150578 -0.706755 4.611529  0.09
H: -3.010578 -0.277755 3.071529  0.07
H: -1.933578 0.862245 3.947529  0.07
H: -1.254578 -0.536755 1.944529  0.03
C: -3.157578 2.832245 0.086529  -0.15
O: -2.871578 2.256245 1.319529  -0.11
H: -4.214578 2.971245 -0.028471  0.07
H: -3.009578 2.051245 -0.644471  0.05
H: -2.564578 3.793245 -0.098471  0.12
H: -2.064578 2.628245 1.619529  0.01
C: -0.791578 3.267245 -2.231471  -0.17
O: 0.054422 3.194245 -3.334471  -0.12
H: -0.195578 3.870245 -1.541471  0.09
H: -0.989578 2.310245 -1.724471  0.06
H: -1.716578 3.751245 -2.467471  0.09
H: -0.571578 2.963245 -4.055471  0.12
C: -5.468578 0.105245 1.015529  -0.11
O: -4.057578 -0.192755 0.917529  -0.15
H: -6.031578 -0.648755 0.453529  0.09
H: -5.674578 1.045245 0.563529  0.05
H: -5.801578 0.124245 2.066529  0.09
H: -3.642578 0.657245 1.098529  0.02

Cartesian forces, eV/Å:
0.6 -1.9 0.7
-1.0 1.5 -0.6
0.0 0.1 -1.1
0.5 0.7 0.6
-0.6 -0.2 0.0
-0.1 -0.3 0.2
-0.5 0.5 0.0
-0.4 1.1 1.0
0.5 0.1 -0.2
-0.4 -0.9 -0.8
0.5 -1.2 0.6
0.4 0.5 -0.2
-1.0 0.2 -0.3
0.2 0.6 0.6
-0.8 0.2 0.5
1.1 0.4 -0.7
0.6 -1.0 -0.4
0.0 -0.6 0.4
-1.0 -0.7 -0.4
0.5 1.0 1.1
0.0 0.0 0.4
0.1 0.0 -0.3
0.5 0.3 -0.1
0.1 -0.2 -0.5
-0.7 1.6 0.5
1.7 0.5 0.0
-1.4 -0.1 -0.7
0.3 0.1 0.7
0.6 -1.9 -0.3
-0.6 -0.1 -0.3
0.4 -0.8 0.9
-0.7 0.7 0.6
-0.4 0.3 -0.7
-0.4 -0.6 0.2
1.6 0.7 -0.2
-0.1 -0.2 -0.8
0.4 -1.2 0.6
-0.1 0.2 -0.7
0.4 0.3 -0.1
0.1 0.9 -0.2
-0.6 -0.5 -0.1
-0.4 0.1 0.3
0.4 0.8 -1.1
-0.7 0.6 1.0
0.1 0.4 0.4
0.3 -0.5 -0.5
-0.7 -0.4 0.1
0.9 -1.0 -0.3
-1.1 0.3 -1.6
-0.8 -0.5 -0.3
-0.1 -0.1 0.3
0.6 0.0 2.0
1.0 0.4 -0.4
0.3 -0.1 0.1
-0.4 -0.1 -0.8
-0.1 -1.6 -0.5
0.4 0.3 0.7
-0.3 0.2 0.8
0.2 0.4 0.0
0.5 0.6 0.0
1.4 -0.6 -1.0
-0.7 1.0 -0.7
0.0 0.9 0.5
-0.2 0.0 0.3
0.1 -0.4 -0.3
-0.1 -0.8 0.5
1.2 0.3 0.0
0.5 -0.8 -0.4
0.0 1.7 0.0
-0.1 -0.2 0.3
-0.8 -0.9 0.9
-0.1 -0.3 -0.4
0.1 -1.1 0.2
-1.2 -0.3 -0.4
-0.5 0.1 0.4
0.3 0.6 -0.1
-0.2 0.3 -0.6
1.4 0.3 0.5
-0.3 -0.5 0.2
-0.3 0.0 0.8
-0.2 -0.2 -0.4
-0.3 0.1 0.5
0.1 0.5 -0.3
0.4 0.0 -0.3
0.6 0.5 -0.7
-1.5 -0.3 0.1
-0.7 0.8 0.4
0.9 0.1 -0.9
-0.9 -1.3 0.1
1.1 0.4 1.2
0.8 0.3 2.1
-1.3 -0.7 -2.2
-0.7 0.1 0.4
0.0 0.1 -0.4
-0.6 0.4 0.0
1.3 0.1 0.1
0.5 -1.2 0.4
-1.2 0.1 0.0
0.2 0.0 0.2
-0.2 1.0 -0.3
0.1 -0.1 -0.3
0.7 0.1 0.3

2S+1 ... 1
ΔE to the lowest compared entry with this formula, charge and spin ... 33.0 kcal/mol
E ... -53531.7110 eV
Charge ... 0
Frontier orbital gap ... 0.3335 Ha
LUMO level ... 0.004 hartree

***

Molecular formula: C17H6Cl10INO2Sc
Method: DFT, ωB97M-V/def2-TZVPD

Last column: Löwdin charge in e.
CARTESIAN COORDINATES (ANGSTROEM)
Sc: -3.599859 3.933327 14.983167  0.76
Cl: -5.610211 3.148925 18.524648  0.69
C: -5.472381 4.767893 17.931584  -0.73
C: -4.914350 5.013000 16.639200  -0.31
C: -5.131815 6.328454 16.128111  -0.71
Cl: -4.477939 6.670735 14.531897  0.67
C: -5.833538 7.304160 16.835549  -0.70
Cl: -6.175845 8.833003 16.103155  0.65
C: -6.139468 7.113106 18.210466  -0.72
Cl: -6.537067 8.449723 19.192269  0.67
C: -5.957435 5.805737 18.724397  -0.74
Cl: -6.551675 5.471707 20.271442  0.68
O: -0.418999 3.905775 17.464498  0.04
C: -1.336191 3.110519 17.451784  -0.47
C: -1.858629 2.175975 18.557244  -0.09
C: -2.795844 1.239233 17.839315  -0.10
C: -3.040660 2.003712 16.553740  -0.50
O: -3.973870 1.866961 15.668558  -0.10
N: -2.125098 2.928623 16.329393  0.04
H: -2.368654 2.766144 19.310913  0.11
H: -0.989639 1.730887 19.071487  0.12
H: -3.713093 0.972867 18.381402  0.10
H: -2.256198 0.286855 17.503262  0.15
Cl: -3.260999 2.540703 11.019510  0.71
C: -2.009399 3.373238 11.814897  -0.73
C: -2.198124 3.934941 13.089578  -0.20
C: -1.135550 4.749188 13.607129  -0.64
Cl: -1.391524 5.588227 15.137584  0.72
C: 0.108619 4.864071 12.942649  -0.70
Cl: 1.323226 5.863175 13.658900  0.66
C: 0.315103 4.245794 11.729951  -0.73
Cl: 1.782332 4.426141 10.846748  0.66
C: -0.772023 3.558287 11.172582  -0.71
Cl: -0.515393 2.990560 9.580001  0.65
I: -7.122705 3.459017 14.926494  0.66
C: -5.463517 3.275522 13.469290  -0.71
H: -5.751051 3.983183 12.670470  -0.07
H: -5.349952 2.192169 13.195258  -0.06

Cartesian forces, eV/Å:
-1.8 -1.2 -1.3
0.3 -0.1 0.0
0.7 1.1 -1.6
-0.1 1.2 0.4
-0.1 -1.5 1.5
-0.4 -0.1 0.1
0.4 0.3 0.7
0.0 0.0 0.0
1.0 -1.2 -1.6
-0.4 0.0 0.2
-0.5 0.6 -0.9
-0.2 -0.1 1.2
-0.3 -0.7 0.9
0.3 0.6 -0.5
1.4 0.2 0.5
0.1 -1.5 -0.8
-1.6 -0.6 -1.5
1.5 0.2 1.7
-0.2 0.3 0.0
-0.2 0.2 0.0
-0.4 -0.1 -0.3
0.3 0.1 -0.3
-0.8 1.1 0.6
-0.5 -0.4 -0.2
1.6 1.3 1.2
0.9 1.3 1.0
-0.3 -1.6 -1.9
0.2 0.0 -0.5
-0.6 0.8 1.4
0.3 0.0 -0.1
-0.9 -0.1 0.0
0.1 0.1 0.3
-0.1 -0.2 -0.2
-0.3 -0.6 -0.7
-0.1 -0.4 -0.7
1.2 0.3 1.1
0.1 -0.8 0.2
-0.5 1.2 0.1

2S+1 ... 1
ΔE to the lowest compared entry with this formula, charge and spin ... 26.8 kcal/mol
E ... -177340.5009 eV
Charge ... -1
Frontier orbital gap ... 0.2543 Ha
LUMO level ... 0.086 hartree

***

Which value of frontier orbital gap does entry 3 give? 0.2543 Ha

***

Look up the 2S+1 of the first one. 1

***

Which of these has the highest LUMO level? C17H6Cl10INO2Sc